# 1
Below is an isolated molecule of C25H38N2O3, with properties calculated with the ωB97M-V functional and the def2-TZVPD basis.

Calculated values
Energy relative to the best compared isomer or geometry (same formula, charge and spin) (kcal per mole): 3.6
Gap between HOMO and LUMO (eV): 8.91
LUMO energy (hartree): 0.0249
E_tot (a.u.): -1310.7204
HOMO level (eV): -8.24

CARTESIAN COORDINATES (ANGSTROEM)
C (4.828, -4.750, -2.785)
C (3.347, -4.652, -3.134)
C (2.970, -3.329, -3.802)
C (3.212, -2.082, -2.950)
C (2.380, -2.061, -1.669)
C (2.505, -0.739, -0.905)
C (1.696, 0.383, -1.573)
N (0.404, 0.309, -0.927)
C (0.414, -0.425, 0.191)
O (-0.561, -0.720, 0.866)
C (1.852, -0.831, 0.486)
C (2.517, 0.152, 1.458)
C (1.981, 0.309, 2.883)
O (2.589, 1.016, 3.666)
N (0.862, -0.364, 3.205)
H (0.300, -0.778, 2.466)
C (0.086, 0.011, 4.377)
C (-1.023, 0.931, 3.937)
C (-0.741, 2.263, 3.648)
C (-1.715, 3.095, 3.142)
C (-3.003, 2.613, 2.906)
C (-3.292, 1.284, 3.192)
C (-2.301, 0.457, 3.696)
H (-2.536, -0.578, 3.900)
H (-4.276, 0.878, 3.019)
O (-3.891, 3.516, 2.394)
C (-5.218, 3.104, 2.180)
H (-5.277, 2.301, 1.439)
H (-5.694, 2.777, 3.110)
H (-5.741, 3.981, 1.798)
H (-1.506, 4.129, 2.915)
H (0.256, 2.641, 3.820)
H (0.765, 0.514, 5.070)
H (-0.313, -0.895, 4.839)
H (3.574, -0.111, 1.556)
H (2.483, 1.160, 1.033)
H (1.892, -1.841, 0.900)
C (-0.758, 1.028, -1.423)
C (-1.284, 1.992, -0.356)
C (-2.506, 2.747, -0.867)
C (-3.597, 1.764, -1.280)
C (-3.077, 0.818, -2.358)
C (-1.860, 0.054, -1.847)
H (-1.479, -0.615, -2.623)
H (-2.137, -0.549, -0.982)
H (-3.858, 0.111, -2.645)
H (-2.803, 1.393, -3.246)
H (-4.470, 2.307, -1.649)
H (-3.900, 1.179, -0.410)
H (-2.874, 3.410, -0.083)
H (-2.227, 3.363, -1.726)
H (-0.496, 2.694, -0.074)
H (-1.556, 1.419, 0.532)
H (-0.425, 1.601, -2.296)
H (2.153, 1.368, -1.412)
H (1.583, 0.231, -2.649)
H (3.562, -0.470, -0.832)
H (2.716, -2.868, -1.016)
H (1.328, -2.240, -1.905)
H (4.270, -2.010, -2.693)
H (2.969, -1.207, -3.558)
H (1.912, -3.367, -4.076)
H (3.545, -3.230, -4.727)
H (3.094, -5.461, -3.823)
H (2.749, -4.796, -2.233)
H (5.062, -5.746, -2.419)
H (5.439, -4.555, -3.663)
H (5.098, -4.035, -2.011)

Just the Löwdin charges please, in e? Sure, here they are:
1. C -0.111
2. C -0.270
3. C -0.223
4. C -0.208
5. C -0.162
6. C -0.246
7. C -0.088
8. N 0.003
9. C -0.410
10. O 0.052
11. C -0.172
12. C -0.034
13. C -0.496
14. O 0.040
15. N 0.093
16. H 0.093
17. C -0.119
18. C -0.216
19. C -0.021
20. C -0.005
21. C -0.290
22. C -0.019
23. C -0.034
24. H 0.115
25. H 0.103
26. O -0.101
27. C -0.090
28. H 0.083
29. H 0.097
30. H 0.094
31. H 0.119
32. H 0.117
33. H 0.123
34. H 0.121
35. H 0.131
36. H 0.134
37. H 0.157
38. C -0.262
39. C -0.137
40. C -0.184
41. C -0.205
42. C -0.195
43. C -0.139
44. H 0.118
45. H 0.116
46. H 0.110
47. H 0.114
48. H 0.110
49. H 0.108
50. H 0.099
51. H 0.116
52. H 0.124
53. H 0.104
54. H 0.156
55. H 0.132
56. H 0.123
57. H 0.147
58. H 0.115
59. H 0.132
60. H 0.108
61. H 0.105
62. H 0.109
63. H 0.109
64. H 0.104
65. H 0.098
66. H 0.069
67. H 0.075
68. H 0.063

---

# 2
Below is a cluster of 4 separate species, C3H12O5 in total in a non-equilibrium geometry, with properties calculated with the ωB97M-V functional and the def2-TZVPD basis.

Calculated values
Energy relative to the best compared isomer or geometry (same formula, charge and spin) (kcal per mole): 24.8
Gap between HOMO and LUMO (eV): 10.57
LUMO energy (hartree): 0.0185
E_tot (a.u.): -497.6881
HOMO level (eV): -10.07

CARTESIAN COORDINATES (ANGSTROEM)
O (2.108, 0.325, -0.317)
C (1.579, -0.295, 0.590)
C (0.345, 0.206, 1.334)
C (0.044, 1.687, 1.120)
O (-1.344, 1.807, 0.718)
H (1.963, -1.264, 0.913)
H (-0.486, -0.346, 0.999)
H (0.480, 0.013, 2.376)
H (0.136, 2.311, 2.101)
H (0.695, 2.087, 0.346)
H (-1.622, 2.718, 0.746)
H (-0.481, -3.817, 0.414)
H (-0.113, -2.497, -0.416)
O (-0.071, -2.924, 0.459)
H (0.958, -1.255, -2.051)
H (-0.484, -0.737, -2.020)
O (0.045, -1.590, -1.986)
H (-1.332, 1.185, -0.952)
H (-1.102, 1.539, -2.471)
O (-1.315, 0.848, -1.902)

Just the Löwdin charges please, in e? Sure, here they are:
1. O 0.028
2. C -0.228
3. C -0.121
4. C -0.208
5. O -0.099
6. H 0.116
7. H 0.098
8. H 0.111
9. H 0.149
10. H 0.105
11. H 0.092
12. H 0.055
13. H -0.016
14. O -0.095
15. H 0.050
16. H 0.029
17. O -0.088
18. H 0.046
19. H 0.018
20. O -0.042

---

# 3
Below is a structure of composition C23H25IN3O3SZr in a non-equilibrium geometry, with properties calculated with the ωB97M-V functional and the def2-TZVPD basis.

Calculated values
Energy relative to the best compared isomer or geometry (same formula, charge and spin) (kcal per mole): 62.1
Gap between HOMO and LUMO (spin up / spin down) (eV): 5.81 / 5.81
LUMO energy (spin up / spin down) (hartree): -0.1392 / -0.1392
E_tot (a.u.): -2024.1437
Charge: +1
HOMO level (spin up / spin down) (eV): -9.60 / -9.60

CARTESIAN COORDINATES (ANGSTROEM)
Zr (-1.129, -0.491, -0.806)
C (-1.834, -1.321, 3.676)
C (-0.419, -1.217, 3.200)
N (0.548, -1.150, 4.091)
C (1.817, -1.077, 3.666)
C (2.191, -1.093, 2.343)
C (3.657, -0.951, 2.007)
O (4.183, -2.042, 1.254)
C (1.173, -1.162, 1.358)
C (1.656, -1.168, -0.044)
N (1.012, -0.819, -1.103)
C (1.740, -0.749, -2.350)
C (3.111, -0.524, -2.365)
C (3.813, -0.458, -3.557)
C (3.154, -0.594, -4.767)
C (1.780, -0.776, -4.780)
C (1.086, -0.842, -3.581)
I (-0.996, -1.046, -3.779)
C (-0.148, -1.206, 1.813)
O (-1.219, -1.286, 0.987)
H (-1.849, -1.213, 4.757)
H (-2.261, -2.289, 3.406)
H (-2.464, -0.556, 3.222)
H (2.574, -1.003, 4.438)
H (4.217, -0.810, 2.933)
H (3.827, -0.063, 1.396)
H (4.188, -2.830, 1.808)
H (2.689, -1.478, -0.145)
H (3.644, -0.371, -1.437)
H (4.881, -0.288, -3.533)
H (3.697, -0.539, -5.700)
H (1.253, -0.862, -5.719)
S (-5.824, -1.434, -1.274)
C (-5.606, 0.250, -1.110)
C (-4.288, 0.543, -1.049)
N (-3.453, -0.556, -1.130)
C (-4.160, -1.661, -1.256)
H (-6.441, 0.929, -1.065)
H (-3.841, 1.519, -0.952)
H (-3.715, -2.641, -1.335)
C (-1.166, 3.966, -0.165)
C (-0.787, 2.580, 0.371)
C (-1.727, 2.219, 1.521)
C (0.649, 2.647, 0.918)
C (-0.833, 1.556, -0.761)
H (-1.199, 4.703, 0.642)
H (-2.150, 3.944, -0.640)
H (-0.441, 4.308, -0.906)
H (-1.486, 2.799, 2.415)
H (-1.660, 1.162, 1.791)
H (-2.768, 2.432, 1.262)
H (0.763, 3.495, 1.598)
H (1.373, 2.764, 0.108)
H (0.898, 1.735, 1.468)
H (-0.556, 2.059, -1.702)
O (-0.226, -3.922, -0.548)
C (-0.930, -3.120, -0.890)

Just the Löwdin charges please, in e? Sure, here they are:
1. Zr 1.218
2. C -0.010
3. C -0.259
4. N 0.143
5. C -0.076
6. C -0.144
7. C -0.195
8. O -0.060
9. C -0.066
10. C -0.056
11. N -0.081
12. C -0.274
13. C -0.002
14. C -0.042
15. C -0.055
16. C -0.147
17. C -0.579
18. I 1.110
19. C -0.262
20. O -0.310
21. H 0.088
22. H 0.091
23. H 0.075
24. H 0.121
25. H 0.124
26. H 0.129
27. H 0.105
28. H 0.108
29. H 0.118
30. H 0.120
31. H 0.119
32. H 0.096
33. S 1.100
34. C -0.353
35. C -0.214
36. N -0.172
37. C -0.485
38. H 0.084
39. H 0.104
40. H 0.071
41. C -0.074
42. C -0.703
43. C -0.065
44. C -0.060
45. C -0.215
46. H 0.088
47. H 0.078
48. H 0.084
49. H 0.092
50. H 0.047
51. H 0.079
52. H 0.088
53. H 0.084
54. H 0.068
55. H 0.034
56. O 0.149
57. C -0.051

---

# 4
Below is a structure of composition C36H99Cu3N9O17S2 in a non-equilibrium geometry, with properties calculated with the ωB97M-V functional and the def2-TZVPD basis.

Calculated values
Gap between HOMO and LUMO (eV): 7.70
LUMO energy (hartree): 0.0768
E_tot (a.u.): -8920.5725
Charge: -1
HOMO level (eV): -5.61

CARTESIAN COORDINATES (ANGSTROEM)
Cu (-1.392, -0.399, -2.652)
Cu (-1.606, -2.254, 1.133)
Cu (-2.683, 1.518, 0.347)
S (0.026, 0.098, -0.103)
O (-0.145, -1.213, -0.705)
O (-0.699, 1.092, -0.847)
O (-0.650, -0.047, 1.206)
O (1.389, 0.427, -0.043)
S (-4.068, -1.024, -0.586)
O (-4.036, -0.372, 0.690)
O (-3.359, -0.066, -1.388)
O (-3.334, -2.271, -0.531)
O (-5.413, -1.180, -1.054)
C (-5.243, 5.156, 2.508)
C (-4.297, 3.975, 2.301)
C (-2.927, 4.450, 2.001)
O (-2.044, 3.394, 1.550)
C (-0.645, 3.697, 1.444)
N (-4.427, 3.190, 3.487)
H (-6.248, 4.885, 2.181)
H (-4.959, 5.999, 1.879)
H (-5.197, 5.547, 3.524)
H (-4.699, 3.357, 1.498)
H (-2.557, 4.935, 2.904)
H (-2.880, 5.203, 1.214)
H (-0.337, 4.422, 2.197)
H (-0.735, 4.091, 0.432)
H (0.028, 2.843, 1.369)
H (-4.046, 2.263, 3.362)
H (-3.829, 3.544, 4.220)
C (-2.811, -1.484, 3.921)
C (-3.083, 0.067, 3.982)
C (-2.211, 0.754, 5.061)
O (-2.585, 0.352, 6.375)
C (-1.589, -0.117, 7.353)
N (-2.774, 0.654, 2.675)
H (-1.789, -1.675, 3.595)
H (-3.509, -1.839, 3.163)
H (-3.009, -2.021, 4.848)
H (-4.133, 0.226, 4.226)
H (-2.138, 1.841, 5.077)
H (-1.163, 0.563, 4.832)
H (-1.461, 0.604, 8.160)
H (-0.713, -0.652, 6.987)
H (-2.127, -0.889, 7.903)
H (-3.202, 0.030, 2.006)
H (-1.797, 0.571, 2.434)
C (3.125, -0.476, -4.577)
C (2.262, -1.316, -3.598)
C (3.147, -1.667, -2.357)
O (3.997, -2.770, -2.547)
C (4.859, -2.993, -1.411)
N (1.130, -0.473, -3.266)
H (4.152, -0.841, -4.537)
H (3.209, 0.589, -4.361)
H (2.771, -0.489, -5.608)
H (1.918, -2.181, -4.167)
H (2.403, -2.011, -1.637)
H (3.625, -0.740, -2.043)
H (4.181, -3.412, -0.668)
H (5.391, -2.161, -0.949)
H (5.524, -3.809, -1.692)
H (1.617, 0.344, -2.927)
H (0.814, -0.946, -2.432)
C (1.015, 2.988, -3.328)
C (2.328, 3.286, -2.608)
C (2.123, 4.197, -1.293)
O (1.912, 5.614, -1.686)
C (0.689, 6.277, -1.314)
N (2.805, 2.004, -2.155)
H (1.177, 2.446, -4.260)
H (0.387, 3.843, -3.581)
H (0.357, 2.421, -2.670)
H (3.142, 3.627, -3.248)
H (2.972, 4.183, -0.610)
H (1.327, 3.754, -0.693)
H (0.020, 6.081, -2.152)
H (0.948, 7.309, -1.078)
H (0.185, 5.798, -0.475)
H (2.235, 1.631, -1.410)
H (3.730, 2.082, -1.758)
C (-3.088, -3.954, -3.952)
C (-1.647, -4.040, -3.490)
C (-0.797, -4.122, -4.765)
O (-1.065, -5.313, -5.514)
C (-0.749, -6.553, -4.914)
N (-1.511, -2.852, -2.728)
H (-3.806, -3.826, -3.143)
H (-3.411, -4.818, -4.533)
H (-3.109, -3.042, -4.549)
H (-1.545, -4.946, -2.892)
H (0.258, -4.210, -4.505)
H (-0.905, -3.185, -5.311)
H (-0.238, -7.226, -5.602)
H (-1.687, -7.079, -4.733)
H (-0.285, -6.530, -3.928)
H (-2.293, -2.784, -2.093)
H (-0.788, -3.028, -2.046)
C (-2.315, 3.464, -2.553)
C (-3.876, 3.515, -2.412)
C (-4.527, 3.090, -3.747)
O (-5.982, 3.220, -3.773)
C (-6.552, 4.498, -3.983)
N (-4.373, 2.522, -1.428)
H (-1.956, 2.482, -2.863)
H (-1.766, 3.803, -1.675)
H (-2.106, 4.176, -3.351)
H (-4.251, 4.539, -2.427)
H (-4.317, 2.038, -3.937)
H (-4.114, 3.682, -4.564)
H (-6.200, 4.960, -4.905)
H (-6.118, 5.168, -3.240)
H (-7.634, 4.599, -4.071)
H (-4.025, 1.575, -1.396)
H (-5.360, 2.525, -1.642)
C (6.052, -0.384, 2.035)
C (4.746, 0.343, 1.616)
C (4.968, 1.392, 0.538)
O (5.771, 2.466, 1.029)
C (5.237, 3.712, 1.166)
N (3.614, -0.579, 1.296)
H (5.924, -0.696, 3.071)
H (6.888, 0.314, 2.086)
H (6.208, -1.237, 1.373)
H (4.314, 0.789, 2.513)
H (3.994, 1.732, 0.184)
H (5.323, 0.909, -0.373)
H (4.195, 3.744, 1.485)
H (5.346, 4.374, 0.307)
H (5.809, 4.228, 1.937)
H (2.785, -0.115, 0.952)
H (3.860, -1.315, 0.650)
C (0.983, -3.074, 4.718)
C (1.169, -1.592, 4.213)
C (2.476, -1.059, 4.684)
O (2.404, -0.162, 5.777)
C (2.240, 1.139, 5.324)
N (1.169, -1.591, 2.756)
H (0.022, -3.476, 4.398)
H (0.879, -3.023, 5.802)
H (1.855, -3.712, 4.574)
H (0.379, -0.941, 4.588)
H (3.038, -0.636, 3.851)
H (3.152, -1.877, 4.933)
H (3.083, 1.584, 4.795)
H (1.957, 1.716, 6.204)
H (1.422, 1.207, 4.607)
H (2.040, -1.160, 2.481)
H (0.509, -0.899, 2.429)
C (1.207, -5.686, 0.983)
C (1.475, -4.684, -0.169)
C (0.987, -5.226, -1.522)
O (1.663, -6.427, -1.985)
C (3.014, -6.295, -2.208)
N (0.745, -3.481, 0.295)
H (1.228, -5.266, 1.988)
H (1.727, -6.644, 0.955)
H (0.173, -6.030, 0.933)
H (2.540, -4.472, -0.082)
H (1.045, -4.433, -2.268)
H (-0.075, -5.468, -1.482)
H (3.258, -5.636, -3.040)
H (3.501, -7.247, -2.418)
H (3.467, -5.973, -1.270)
H (0.819, -2.647, -0.271)
H (1.185, -3.290, 1.183)

Löwdin population analysis, charges in e, atoms 1 to 99:
1. Cu 0.429
2. Cu 0.486
3. Cu 0.356
4. S 0.210
5. O -0.390
6. O -0.312
7. O -0.374
8. O -0.301
9. S 0.182
10. O -0.349
11. O -0.379
12. O -0.347
13. O -0.306
14. C -0.063
15. C -0.459
16. C -0.174
17. O -0.238
18. C -0.056
19. N 0.058
20. H 0.079
21. H 0.064
22. H 0.075
23. H 0.137
24. H 0.128
25. H 0.125
26. H 0.095
27. H 0.057
28. H 0.083
29. H 0.026
30. H 0.068
31. C -0.017
32. C -0.349
33. C -0.195
34. O -0.189
35. C -0.063
36. N 0.028
37. H 0.051
38. H 0.078
39. H 0.079
40. H 0.138
41. H 0.112
42. H 0.094
43. H 0.075
44. H 0.076
45. H 0.070
46. H -0.007
47. H 0.035
48. C -0.061
49. C -0.378
50. C -0.198
51. O -0.178
52. C -0.084
53. N 0.074
54. H 0.071
55. H 0.054
56. H 0.070
57. H 0.127
58. H 0.104
59. H 0.120
60. H 0.059
61. H 0.074
62. H 0.090
63. H 0.022
64. H 0.011
65. C -0.053
66. C -0.365
67. C -0.103
68. O -0.210
69. C -0.092
70. N 0.028
71. H 0.080
72. H 0.065
73. H 0.048
74. H 0.136
75. H 0.088
76. H 0.100
77. H 0.075
78. H 0.084
79. H 0.054
80. H 0.032
81. H 0.061
82. C -0.042
83. C -0.452
84. C -0.168
85. O -0.185
86. C -0.106
87. N 0.075
88. H 0.089
89. H 0.080
90. H 0.089
91. H 0.121
92. H 0.104
93. H 0.130
94. H 0.083
95. H 0.081
96. H 0.073
97. H 0.038
98. H 0.053
99. C -0.042

---

# 5
Below is an isolated molecule of C5H15BrN3OPS in a non-equilibrium geometry, with properties calculated with the ωB97M-V functional and the def2-TZVPD basis.

Calculated values
Gap between HOMO and LUMO (eV): 9.44
LUMO energy (hartree): 0.0252
E_tot (a.u.): -3752.5136
HOMO level (eV): -8.75

CARTESIAN COORDINATES (ANGSTROEM)
N (-2.115, 0.470, -2.296)
P (-2.010, -0.844, -1.448)
N (-0.475, -1.500, -1.183)
C (0.497, -0.771, -0.331)
C (0.011, -0.522, 1.079)
C (0.053, -1.778, 1.967)
N (0.844, -1.522, 3.176)
C (1.079, 0.492, -0.951)
O (0.328, 1.640, -0.602)
C (1.024, 2.806, -0.485)
S (0.289, 4.141, -1.452)
Br (1.072, 3.299, 1.435)
H (-2.654, 0.304, -3.137)
H (-2.719, -1.913, -2.022)
H (-2.531, -0.724, -0.158)
H (-0.081, -1.586, -2.116)
H (1.341, -1.444, -0.239)
H (-0.956, -0.046, 1.115)
H (0.695, 0.183, 1.522)
H (0.505, -2.575, 1.386)
H (-0.949, -2.049, 2.260)
H (0.569, -2.132, 3.931)
H (1.827, -1.636, 2.979)
H (1.155, 0.384, -2.028)
H (2.095, 0.580, -0.575)
H (2.037, 2.735, -0.846)
H (-0.950, 4.017, -0.966)

Just the Löwdin charges please, in e? Sure, here they are:
1. N -0.286
2. P 0.644
3. N -0.167
4. C -0.373
5. C -0.174
6. C -0.261
7. N -0.008
8. C -0.175
9. O -0.271
10. C -1.111
11. S 0.719
12. Br 0.612
13. H -0.051
14. H -0.004
15. H 0.000
16. H 0.079
17. H 0.132
18. H 0.091
19. H 0.086
20. H 0.098
21. H 0.106
22. H 0.059
23. H 0.065
24. H 0.127
25. H 0.128
26. H 0.053
27. H -0.117